# 1
The following is a DFT calculation (ωB97M-V with the def2-TZVPD basis set) of a cluster of 6 separate species, C29H55FN7O11 in total at a distorted geometry.

Properties
E_HOMO   -10.55 eV
Frontier orbital gap   6.03 eV
Charge   +1
LUMO   -0.166 hartree

Last column: Löwdin charge in e.
Geometry (Å):
C: -1.31 0.93 0.21  0.03
C: -1.73 -0.47 -0.04  -0.54
O: -2.74 -0.76 -0.60  0.14
O: -0.85 -1.40 0.41  -0.02
C: -1.43 -2.59 0.95  -0.16
C: -0.72 -2.87 2.27  -0.12
C: 0.38 -3.95 2.17  -0.09
C: 1.37 -3.71 3.27  -0.13
C: 2.51 -2.96 3.03  0.11
C: 3.40 -2.70 4.06  0.00
C: 4.62 -1.86 3.77  -0.48
O: 5.42 -2.24 2.99  0.19
O: 4.74 -0.68 4.39  0.18
C: 3.11 -3.22 5.31  -0.13
F: 3.96 -2.95 6.31  0.14
C: 1.98 -3.98 5.56  -0.02
C: 1.70 -4.49 6.95  -0.04
C: 1.83 -6.00 7.14  -0.36
O: 0.79 -6.68 6.46  -0.03
C: 1.74 -6.32 8.65  -0.22
N: 0.36 -6.21 9.15  0.02
N: 1.14 -4.19 4.52  0.02
O: 0.02 -4.92 4.74  0.11
H: -0.33 1.08 -0.26  0.09
H: -1.99 1.60 -0.30  0.10
H: -1.24 1.17 1.27  0.10
H: -2.49 -2.44 1.15  0.13
H: -1.36 -3.41 0.24  0.14
H: -0.22 -1.95 2.54  0.13
H: -1.41 -3.10 3.08  0.11
H: 0.90 -3.91 1.22  0.14
H: -0.02 -4.96 2.29  0.13
H: 2.68 -2.59 2.03  0.16
H: 3.95 -0.50 4.92  0.14
H: 0.74 -4.10 7.28  0.14
H: 2.44 -4.04 7.61  0.13
H: 2.81 -6.35 6.80  0.15
H: 0.76 -7.58 6.79  0.11
H: 2.15 -7.30 8.85  0.12
H: 2.35 -5.57 9.15  0.11
H: 0.38 -5.65 10.00  0.07
H: -0.21 -5.66 8.51  0.06
H: -0.75 -4.39 4.48  0.14
C: -1.61 4.12 -4.17  0.00
C: -0.65 3.61 -3.13  -0.53
O: -0.44 4.20 -2.08  0.02
N: -0.01 2.43 -3.38  0.01
C: -0.13 1.59 -4.55  -0.08
H: -2.03 5.06 -3.82  0.09
H: -1.08 4.30 -5.11  0.09
H: -2.42 3.40 -4.34  0.05
H: 0.62 2.15 -2.65  0.13
H: -0.48 0.59 -4.26  0.08
H: 0.84 1.48 -5.04  0.08
H: -0.84 2.01 -5.26  0.07
C: -5.07 2.26 -7.11  -0.01
C: -4.12 1.74 -6.07  -0.52
O: -3.90 2.34 -5.02  0.01
N: -3.49 0.56 -6.32  0.01
C: -3.62 -0.29 -7.49  -0.08
H: -5.48 3.20 -6.78  0.05
H: -4.54 2.43 -8.05  0.09
H: -5.89 1.56 -7.27  0.08
H: -2.87 0.26 -5.58  0.13
H: -3.98 -1.28 -7.19  0.08
H: -2.65 -0.41 -7.97  0.08
H: -4.31 0.14 -8.20  0.07
C: 0.96 4.40 0.60  -0.02
C: 1.51 4.71 1.97  -0.55
O: 1.24 4.04 2.96  0.00
N: 2.35 5.77 2.08  0.00
C: 2.79 6.67 1.02  -0.07
H: 0.31 3.53 0.68  0.06
H: 0.37 5.23 0.22  0.08
H: 1.76 4.17 -0.09  0.09
H: 2.69 5.93 3.01  0.14
H: 3.87 6.64 0.94  0.08
H: 2.49 7.70 1.27  0.08
H: 2.35 6.40 0.07  0.07
C: -9.28 5.37 -7.10  -0.01
C: -8.74 3.97 -7.01  -0.53
O: -7.57 3.74 -6.71  0.02
N: -9.59 2.95 -7.27  0.01
C: -11.00 3.02 -7.63  -0.07
H: -8.48 6.07 -6.87  0.08
H: -9.64 5.58 -8.11  0.09
H: -10.09 5.52 -6.39  0.09
H: -9.17 2.03 -7.18  0.14
H: -11.60 2.49 -6.89  0.08
H: -11.15 2.55 -8.60  0.08
H: -11.33 4.05 -7.69  0.07
C: 8.04 -0.80 2.09  -0.03
C: 9.33 -0.46 1.37  -0.55
O: 9.40 0.47 0.59  0.04
N: 10.41 -1.25 1.61  0.00
C: 10.51 -2.40 2.50  -0.08
H: 7.28 -0.09 1.80  0.08
H: 7.71 -1.80 1.83  0.07
H: 8.19 -0.73 3.17  0.09
H: 11.23 -0.97 1.10  0.14
H: 11.27 -2.21 3.26  0.08
H: 10.79 -3.28 1.93  0.08
H: 9.56 -2.59 2.99  0.07


# 2
The following is a DFT calculation (ωB97M-V with the def2-TZVPD basis set) of a structure of composition C40H47INP2SiTeW at a distorted geometry.

Properties
E_HOMO (alpha / beta)   -9.79 / -9.82 eV
Spin multiplicity   3
Frontier orbital gap (alpha / beta)   5.68 / 5.03 eV
Charge   +1
LUMO (alpha / beta)   -0.151 / -0.176 hartree
Energy above the lowest of the compared OMol25 structures with the same formula, charge and spin   89.02 kJ/mol

Last column: Löwdin spin population.
Geometry (Å):
W: 1.32 -0.44 -0.02  1.48
Te: -3.41 -1.37 1.84  0.01
C: -4.86 -2.11 0.38  0.00
C: -6.07 -2.67 0.77  0.00
C: -6.74 -3.59 -0.06  0.00
N: -6.30 -3.82 -1.30  0.00
C: -5.16 -3.23 -1.69  0.00
C: -4.39 -2.40 -0.92  0.00
C: -1.75 -1.19 0.63  -0.02
P: -1.12 0.44 0.28  0.00
C: -2.41 1.13 -0.86  0.00
C: -3.66 1.57 -0.32  0.00
C: -4.62 2.05 -1.16  0.00
C: -4.46 2.00 -2.57  0.00
C: -3.20 1.65 -3.12  0.00
C: -2.18 1.21 -2.24  0.00
C: -1.29 1.48 1.73  0.00
C: -1.21 1.02 3.04  0.00
C: -1.43 1.82 4.15  0.00
C: -1.61 3.16 3.90  0.00
C: -1.58 3.70 2.62  0.00
C: -1.45 2.87 1.53  0.00
P: -0.26 -2.06 1.03  -0.01
C: -0.40 -3.29 2.27  0.00
C: -1.03 -4.50 1.83  0.00
C: -1.18 -5.55 2.75  0.00
C: -0.59 -5.48 4.01  0.00
C: -0.04 -4.27 4.48  0.00
C: 0.08 -3.20 3.58  0.00
C: 0.40 -2.61 -0.49  0.04
C: 0.84 -3.93 -0.65  0.02
C: 1.10 -4.41 -1.95  0.10
C: 1.47 -3.47 -2.96  0.01
C: 1.45 -2.12 -2.64  0.12
C: 0.62 -1.69 -1.56  0.05
H: -6.55 -2.29 1.68  0.00
H: -7.56 -4.19 0.31  0.00
H: -4.82 -3.54 -2.70  0.00
H: -3.56 -1.93 -1.38  0.00
H: -3.82 1.42 0.76  0.00
H: -5.63 2.12 -0.70  0.00
H: -5.29 2.25 -3.26  0.00
H: -2.96 1.73 -4.17  0.00
H: -1.28 0.82 -2.60  0.00
H: -0.81 0.01 3.21  0.00
H: -1.36 1.39 5.15  0.00
H: -1.62 3.88 4.70  0.00
H: -1.80 4.73 2.61  0.00
H: -1.48 3.24 0.50  0.00
H: -1.32 -4.52 0.78  0.00
H: -1.70 -6.48 2.46  0.00
H: -0.75 -6.34 4.70  0.00
H: 0.40 -4.19 5.49  0.00
H: 0.51 -2.30 3.83  0.00
H: 1.01 -4.53 0.25  0.00
H: 0.99 -5.44 -2.21  0.01
H: 1.74 -3.72 -3.95  0.00
H: 1.92 -1.42 -3.31  0.00
H: -0.20 -0.98 -1.89  0.02
I: 3.92 -1.55 0.07  0.09
C: 2.46 -0.93 1.66  0.01
H: 2.97 -0.11 2.21  0.00
H: 2.37 -1.86 2.20  0.01
C: 0.93 3.07 -1.47  0.00
Si: 2.36 1.87 -0.92  0.03
C: 3.52 1.85 -2.44  0.01
C: 4.59 3.01 -2.47  0.00
C: 2.62 2.09 -3.69  0.00
C: 4.34 0.55 -2.63  0.00
C: 3.16 2.72 0.65  0.01
C: 3.05 4.26 0.50  0.00
C: 2.20 2.27 1.81  0.01
C: 4.68 2.32 0.80  0.00
H: 1.30 4.05 -1.85  0.00
H: 0.34 3.41 -0.62  0.00
H: 0.38 2.50 -2.23  0.00
H: 4.31 3.97 -2.00  0.00
H: 4.89 3.18 -3.49  0.00
H: 5.56 2.70 -2.02  0.00
H: 2.03 2.96 -3.76  0.00
H: 2.01 1.22 -3.93  0.00
H: 3.29 2.13 -4.58  0.00
H: 4.83 0.62 -3.65  0.00
H: 3.71 -0.32 -2.69  0.00
H: 5.11 0.46 -1.91  0.00
H: 2.04 4.75 0.25  0.00
H: 3.75 4.63 -0.30  0.00
H: 3.42 4.74 1.42  0.00
H: 1.52 1.42 1.47  0.01
H: 1.52 3.07 2.04  0.00
H: 2.82 1.88 2.67  0.00
H: 5.28 3.05 0.25  0.00
H: 4.73 1.38 0.25  0.00
H: 5.06 2.18 1.83  0.00


Number 1: DFT total energy -66629.383 eV. Number 2: DFT total energy -87394.246 eV.